[1]
Formula: C21H30FN3O2
Source: OMol25
Level of theory: the ωB97M-V functional and the def2-TZVPD basis

Atoms and positions in Å:
C (-0.3581, -2.1306, -1.8235)
C (0.6687, -1.5538, -0.8672)
O (1.0823, -2.1403, 0.1101)
N (1.1088, -0.3302, -1.2545)
C (1.9748, 0.4943, -0.4212)
C (3.2984, -0.2166, -0.1918)
C (3.7545, -1.1830, -1.0801)
C (4.9791, -1.7996, -0.8967)
C (5.7925, -1.4504, 0.1663)
C (5.3437, -0.4659, 1.0244)
F (6.1291, -0.0847, 2.0580)
C (4.1217, 0.1569, 0.8629)
C (2.2942, 1.7834, -1.2032)
C (1.0924, 2.7175, -1.3038)
N (0.5313, 3.0662, 0.0012)
C (-0.9169, 3.1253, 0.0136)
C (-1.6383, 1.7752, -0.1232)
O (-1.5227, 1.0763, -1.1163)
N (-2.3999, 1.4524, 0.9402)
C (-3.1895, 0.2325, 1.0970)
C (-4.1327, 0.0190, -0.0881)
C (-4.9727, -1.2352, 0.1295)
C (-4.0735, -2.4544, 0.3097)
C (-3.1276, -2.2470, 1.4880)
C (-2.2886, -0.9898, 1.2871)
C (1.1358, 2.3556, 1.1108)
C (1.2425, 0.8437, 0.8995)
H (-0.7606, -3.0516, -1.4115)
H (0.1161, -2.3472, -2.7787)
H (-1.1581, -1.4122, -1.9887)
H (0.5340, 0.1685, -1.9167)
H (3.1416, -1.4668, -1.9206)
H (5.3050, -2.5595, -1.5905)
H (6.7499, -1.9180, 0.3307)
H (3.8379, 0.9257, 1.5639)
H (2.6239, 1.5121, -2.2079)
H (3.1219, 2.2965, -0.7132)
H (0.3244, 2.2546, -1.9305)
H (1.4043, 3.6491, -1.7963)
H (-1.2228, 3.7498, -0.8315)
H (-1.2229, 3.6284, 0.9355)
H (-2.3933, 2.0814, 1.7261)
H (-3.7909, 0.3741, 2.0027)
H (-4.7770, 0.8939, -0.2024)
H (-3.5403, -0.0856, -0.9966)
H (-5.6361, -1.3822, -0.7247)
H (-5.5956, -1.1082, 1.0187)
H (-4.6829, -3.3452, 0.4742)
H (-3.4896, -2.6091, -0.5996)
H (-2.4644, -3.1067, 1.5937)
H (-3.7091, -2.1549, 2.4090)
H (-1.6332, -0.8369, 2.1478)
H (-1.6629, -1.1090, 0.4038)
H (0.5479, 2.5613, 2.0087)
H (2.1309, 2.7842, 1.2681)
H (1.7347, 0.3731, 1.7491)
H (0.2380, 0.4238, 0.8489)

Results
* HOMO-LUMO gap: 8.82 eV
* HOMO level: -8.26 eV
* spin multiplicity: 1


[2]
Formula: C21H30Ge2INS4SbW
Source: OMol25
Level of theory: the ωB97M-V functional and the def2-TZVPD basis

Atoms and positions in Å:
W (2.5129, -2.6461, -0.3483)
S (5.6459, -0.1239, 3.3592)
Sb (4.4594, -1.8077, 2.6169)
S (1.6025, -0.1562, -0.1533)
S (0.7306, -3.3726, 0.5071)
S (4.4677, -1.4249, 0.1773)
C (0.3485, -0.7877, 4.3891)
C (1.5278, -0.7601, 3.4095)
Ge (1.2403, 0.5762, 2.0008)
C (2.4159, 2.1120, 2.2247)
C (2.1319, 2.8302, 3.5453)
C (-0.6128, 1.1147, 1.8998)
C (-1.3654, 1.0208, 0.8006)
Ge (-0.6204, 0.1900, -0.8127)
C (-0.4247, 1.4541, -2.2959)
C (-1.5812, 2.4498, -2.4254)
C (-1.3120, -1.5283, -1.4593)
C (-2.5438, -1.4806, -2.3677)
C (-2.7271, 1.6058, 0.7343)
C (-3.7889, 0.9076, 0.1663)
C (-5.0566, 1.4653, 0.1065)
C (-5.2760, 2.7419, 0.6031)
C (-4.2238, 3.4515, 1.1656)
C (-2.9592, 2.8888, 1.2317)
H (0.5298, -1.5027, 5.1915)
H (-0.5770, -1.0738, 3.8875)
H (0.1852, 0.1880, 4.8505)
H (1.6781, -1.7556, 2.9916)
H (2.4435, -0.4795, 3.9382)
H (2.2753, 2.7754, 1.3693)
H (3.4495, 1.7599, 2.1854)
H (1.1031, 3.1921, 3.5973)
H (2.7870, 3.6927, 3.6672)
H (2.2979, 2.1753, 4.4035)
H (-1.0514, 1.5782, 2.7830)
H (-0.3271, 0.8642, -3.2125)
H (0.5215, 1.9793, -2.1547)
H (-2.5349, 1.9484, -2.5984)
H (-1.4084, 3.1313, -3.2587)
H (-1.6934, 3.0508, -1.5227)
H (-1.4589, -2.2113, -0.6231)
H (-0.4759, -1.9238, -2.0376)
H (-3.4654, -1.3297, -1.8101)
H (-2.6519, -2.4262, -2.9007)
H (-2.4737, -0.6896, -3.1170)
H (-3.6294, -0.0964, -0.2045)
H (-5.8731, 0.9017, -0.3253)
H (-6.2620, 3.1836, 0.5510)
H (-4.3869, 4.4505, 1.5477)
H (-2.1366, 3.4573, 1.6480)
I (3.9015, -4.8430, 0.3739)
C (2.4828, -3.5247, -2.1922)
C (2.6004, -4.4211, -3.2418)
C (2.5474, -3.8551, -4.5014)
C (2.4113, -2.4654, -4.6724)
C (2.2978, -1.6447, -3.5767)
N (2.3164, -2.2384, -2.3723)
H (2.7419, -5.4785, -3.0757)
H (2.6339, -4.4829, -5.3787)
H (2.4112, -2.0380, -5.6647)
H (2.1991, -0.5690, -3.6196)

Results
* total charge: +1
* HOMO-LUMO gap: 6.53 eV
* HOMO level: -11.21 eV
* spin multiplicity: 1


[3]
Formula: C21H30HgN4O4S2
Source: OMol25
Level of theory: the ωB97M-V functional and the def2-TZVPD basis

Atoms and positions in Å:
Hg (-0.7217, 0.9249, 0.6664)
C (3.6155, -0.2277, 5.0637)
C (3.6167, -1.2117, 3.8994)
N (2.2979, -1.4536, 3.3532)
C (1.6751, -0.5920, 2.4928)
S (0.0083, -0.9769, 2.1965)
N (2.4296, 0.3753, 2.0295)
N (1.8155, 1.2156, 1.1552)
C (2.6017, 2.0154, 0.5379)
C (4.0874, 1.9948, 0.7494)
C (1.9866, 2.9463, -0.4446)
C (2.6071, 4.1322, -0.8432)
C (1.9724, 4.9441, -1.7676)
C (0.7407, 4.5636, -2.2743)
C (0.1891, 3.3766, -1.8126)
N (0.7984, 2.5971, -0.9346)
H (4.6259, -0.0806, 5.4518)
H (2.9859, -0.5879, 5.8795)
H (3.2271, 0.7340, 4.7296)
H (4.0305, -2.1751, 4.2076)
H (4.2381, -0.8262, 3.0931)
H (1.6816, -2.0852, 3.8349)
H (4.3318, 2.1863, 1.7957)
H (4.6051, 2.7101, 0.1153)
H (4.4610, 0.9935, 0.5272)
H (3.5608, 4.4226, -0.4265)
H (2.4374, 5.8689, -2.0866)
H (0.2149, 5.1673, -3.0020)
H (-0.7781, 3.0186, -2.1507)
O (1.1296, -0.2588, -1.1026)
O (0.7809, -0.6699, -2.2741)
C (-2.0898, 2.5714, 0.8202)
H (-1.7851, 3.2098, 1.6497)
H (-3.0969, 2.2064, 1.0168)
H (-2.0976, 3.1599, -0.0969)
C (-0.9366, -0.0302, -3.8754)
C (-0.9540, -0.6282, -2.4757)
O (-1.4948, 0.0761, -1.5666)
C (-1.2028, -2.1257, -2.3933)
C (-1.8908, -2.8135, -3.3840)
C (-2.1777, -4.1675, -3.2427)
C (-1.7669, -4.8486, -2.1084)
C (-1.0669, -4.1679, -1.1172)
C (-0.7898, -2.8191, -1.2567)
H (-0.4999, 0.9644, -3.8021)
H (-1.9602, 0.0675, -4.2444)
H (-0.3554, -0.6257, -4.5815)
H (-2.2139, -2.2896, -4.2751)
H (-2.7230, -4.6871, -4.0218)
H (-1.9855, -5.9034, -1.9945)
H (-0.7348, -4.6952, -0.2307)
H (-0.2336, -2.2872, -0.4925)
C (-4.3255, -0.4182, -0.0223)
S (-3.9473, -0.6760, 1.7127)
C (-3.2304, -2.3055, 1.5018)
O (-5.2256, -0.8987, 2.4588)
H (-4.9398, -1.2408, -0.3895)
H (-3.3815, -0.3365, -0.5726)
H (-4.8692, 0.5226, -0.0944)
H (-2.3619, -2.2422, 0.8491)
H (-3.9905, -2.9643, 1.0817)
H (-2.9250, -2.6483, 2.4883)

Results
* expectation value of S²: 0.756
* total charge: -1
* HOMO-LUMO gap (alpha / beta): 7.69 / 7.58 eV
* HOMO level (alpha / beta): -4.94 / -4.82 eV
* spin multiplicity: 2


[4]
Formula: C21H30LuN2Si
Source: OMol25
Level of theory: the ωB97M-V functional and the def2-TZVPD basis

Atoms and positions in Å:
C (-0.6060, -0.5753, 1.3882)
C (-0.9257, -1.7251, 0.6005)
C (0.2806, -2.3354, 0.1727)
H (-1.9255, -2.1119, 0.4365)
C (1.3709, -1.5849, 0.7083)
C (0.8186, -0.4977, 1.4761)
H (1.3773, 0.2311, 2.0780)
H (-1.2985, 0.0916, 1.9094)
H (0.3701, -3.2487, -0.4053)
H (2.4347, -1.8420, 0.6281)
Lu (0.3214, -0.0459, -0.8383)
C (-0.3231, 0.5703, -3.1682)
H (0.6368, 0.0754, -2.8809)
H (-0.2271, 1.6500, -3.3723)
H (-0.5419, 0.1403, -4.1427)
Si (-2.1763, 0.0059, -2.3139)
C (-3.1794, 1.6022, -2.4998)
C (-4.0882, 1.9043, -1.4627)
H (-4.2243, 1.1935, -0.6358)
C (-4.7736, 3.1133, -1.4457)
H (-5.5157, 3.2907, -0.6688)
C (-4.4789, 4.1113, -2.3934)
H (-5.0053, 5.0728, -2.3617)
C (-3.4813, 3.8601, -3.3353)
H (-3.1405, 4.6670, -3.9815)
C (-2.9093, 2.5763, -3.4522)
H (-2.2146, 2.3519, -4.2654)
C (-3.1015, -1.5376, -2.9342)
C (-4.5056, -1.5764, -2.9117)
H (-5.0597, -0.6388, -2.9941)
C (-5.1861, -2.7988, -2.7989)
H (-6.2681, -2.8220, -2.8594)
C (-4.4764, -3.9833, -2.6059)
H (-4.9895, -4.9194, -2.3859)
C (-3.0869, -3.9728, -2.7599)
H (-2.5153, -4.8989, -2.6852)
C (-2.4269, -2.7780, -3.0671)
H (-1.3763, -2.7930, -3.3854)
H (-1.0170, -1.1009, -1.8281)
H (-2.5108, -0.0719, -0.8796)
N (0.0435, 2.1578, -0.3037)
C (1.1853, 3.0235, -0.7541)
C (2.4693, 2.8074, 0.0438)
C (3.0684, 1.4003, 0.1399)
N (2.5896, 0.4607, -0.9294)
H (-0.8644, 2.4693, -0.6829)
H (-0.0834, 2.2032, 0.7112)
H (1.3419, 2.8412, -1.8294)
H (0.8818, 4.0759, -0.6644)
H (3.2539, 3.4536, -0.3803)
H (2.3233, 3.1619, 1.0710)
H (4.1668, 1.4313, 0.0832)
H (2.8373, 0.9538, 1.1199)
H (3.0339, -0.4560, -0.8108)
H (2.8890, 0.8005, -1.8451)

Results
* total charge: +1
* HOMO-LUMO gap: 7.94 eV
* HOMO level: -10.85 eV
* spin multiplicity: 1


Quick rundown of E, same order as above: -1232.8803; -7224.4521; -2287.8943; -2452.4895 Eh
Quick rundown of relative energy (zero: lowest compared OMol25 entry of this formula, charge and spin), same order as above: 9.2; 11.1; 0.0; 0.0 kcal per mole